A molecular structure, C39H32IN5O3SbTi, computed with wB97M-V/def2-TZVPD.

Calculated values
Kohn-Sham gap in eV: 6.61
Net charge: +1
E in eV: -92301.935

Cartesian coordinates (Å):
Ti1 0.4694 0.1230 -0.5863
C1 -5.1569 3.7404 -0.9718
C2 -4.9295 2.5333 -0.0913
C3 -5.8274 1.4664 -0.1471
C4 -5.5426 0.3084 0.5372
C5 -4.4172 0.3548 1.4013
C6 -3.5255 1.3791 1.2960
N1 -3.7796 2.5062 0.6097
Sb1 -1.7504 1.8370 2.4974
C7 -0.1711 2.0426 0.7938
C8 -0.0954 3.3640 0.2221
C9 1.1675 3.9849 -0.0458
C10 2.2944 3.4647 0.5900
C11 2.2497 2.1446 1.0884
C12 3.4003 1.4429 1.8010
N2 1.0447 1.4418 0.8951
C13 -2.0512 0.4608 4.2146
C14 -2.3497 -0.9287 4.3432
C15 -2.8093 -1.4338 5.6246
C16 -2.8526 -0.5401 6.6668
C17 -2.4849 0.8600 6.4324
C18 -2.5956 1.9058 7.4807
N3 -2.1195 1.2681 5.2504
H1 -6.0110 3.7760 -1.6457
H2 -4.2887 3.7314 -1.6378
H3 -5.1967 4.6872 -0.4480
H4 -6.6755 1.5508 -0.7564
H5 -6.0592 -0.6563 0.4105
H6 -4.2163 -0.4262 2.1601
H7 -1.0136 3.8055 -0.2008
H8 1.2175 4.8682 -0.6212
H9 3.1727 4.0935 0.7881
H10 3.1173 1.3596 2.9024
H11 4.2942 2.0106 1.7471
H12 3.4937 0.4364 1.3835
H13 -2.4212 -1.5813 3.4587
H14 -3.0394 -2.4554 5.6893
H15 -3.1367 -0.9268 7.6783
H16 -2.8223 2.8653 6.9802
H17 -1.5965 2.0751 7.9455
H18 -3.2587 1.6383 8.3444
N4 2.1192 -0.6530 -0.6194
C19 2.8470 -1.7179 -0.6855
C20 3.2445 -2.5847 0.4449
C21 4.5905 -3.0335 0.3472
C22 5.2342 -3.7069 1.4106
C23 4.4992 -3.9910 2.5764
C24 3.1333 -3.6753 2.5998
C25 2.5293 -2.8507 1.6212
C26 3.3319 -2.1425 -1.9767
C27 3.4560 -1.1910 -2.9996
C28 3.6792 -1.5551 -4.3266
C29 3.8958 -2.9345 -4.6544
C30 3.7110 -3.8742 -3.6355
C31 3.4300 -3.4922 -2.3179
H19 5.0456 -2.8405 -0.5923
H20 6.2493 -4.1070 1.2406
H21 5.0251 -4.4199 3.4101
H22 2.5910 -4.0166 3.4768
H23 1.5366 -2.4281 1.8340
H24 3.2519 -0.1580 -2.7485
H25 3.7159 -0.7340 -5.0839
H26 4.1383 -3.2187 -5.6494
H27 3.8310 -4.9241 -3.7950
H28 3.2466 -4.2557 -1.5830
O1 -2.2318 -2.7891 0.0730
C32 -1.5342 -1.8426 0.1919
N5 -0.6787 -1.0455 0.4119
I1 -0.3093 0.9597 -9.1184
C33 -0.6873 0.7956 -7.0989
C34 -0.9581 -0.4393 -6.4563
C35 -0.8145 -0.5348 -5.0409
C36 -0.5348 0.6295 -4.2928
C37 -0.4200 1.9146 -4.9439
C38 -0.4638 1.9534 -6.3325
C39 -0.2605 0.5621 -2.8288
O2 -0.3430 -0.6347 -2.2874
O3 0.0458 1.5032 -1.9960
H29 -1.3979 -1.2913 -7.0327
H30 -1.0378 -1.4543 -4.4873
H31 -0.2367 2.8006 -4.2637
H32 -0.1971 2.8393 -6.8720

Cartesian forces (eV/Å) of the 3 atoms listed first:
Ti 1.1 -1.5 1.1
C 0.7 0.1 -0.4
C 0.0 0.6 -0.1



A molecular structure, C39H33AsBrF6N5O5SSeW, computed with wB97M-V/def2-TZVPD.

Calculated values
2S+1: 4
Kohn-Sham gap (spin up / spin down) in eV: 6.86 / 4.07
Net charge: +1
E in eV: -283859.338

Cartesian coordinates (Å):
W1 0.5549 0.0053 -0.3230
C1 -1.1626 1.5377 3.6496
C2 -0.5706 1.4819 2.3768
N1 -0.4958 0.3705 1.6694
C3 -1.0854 -0.7574 2.1789
C4 -1.6051 -0.8125 3.4829
C5 -1.6310 0.3926 4.2187
C6 -2.1077 -2.0414 3.9729
C7 -2.0982 -3.1319 3.1462
C8 -1.6639 -3.0482 1.8129
C9 -1.2004 -1.8537 1.2876
N2 -0.8001 -1.5952 0.0014
C10 -1.1926 -2.3855 -1.0591
C11 -2.3165 -3.1800 -1.1568
C12 -2.5436 -3.9602 -2.3060
C13 -1.6662 -3.9637 -3.3539
C14 -0.5229 -3.1292 -3.3016
C15 0.4346 -3.0502 -4.3351
C16 1.4955 -2.2057 -4.1981
C17 1.6010 -1.4082 -3.0479
N3 0.7229 -1.4477 -2.0678
C18 -0.3185 -2.3254 -2.1701
H1 -1.1945 2.4880 4.1627
H2 -0.1355 2.3718 1.9596
H3 -2.0455 0.3927 5.2197
H4 -2.4975 -2.0975 4.9799
H5 -2.4586 -4.0853 3.5102
H6 -1.7027 -3.9333 1.1947
H7 -3.0422 -3.2022 -0.3572
H8 -3.4348 -4.5723 -2.3451
H9 -1.8325 -4.5795 -4.2273
H10 0.3146 -3.6638 -5.2194
H11 2.2585 -2.1208 -4.9580
H12 2.4237 -0.7187 -2.9410
O1 -2.0829 2.2822 -4.7705
C19 -1.8186 1.7870 -3.5532
C20 -2.8168 1.6880 -2.5605
C21 -2.4969 1.1869 -1.3251
N4 -1.2325 0.7963 -1.1269
C22 -0.3061 0.8868 -2.0297
Br1 2.9173 0.6921 -1.0209
C23 -0.5156 1.3708 -3.2991
H13 -2.9926 2.5973 -4.8293
H14 -3.8263 2.0178 -2.7684
H15 -3.2078 1.0884 -0.5165
H16 0.2613 1.4693 -4.0426
C24 6.6724 -2.9493 -2.2676
C25 6.1753 -2.7830 -0.8606
C26 5.9442 -3.8879 -0.0454
C27 5.4546 -3.7349 1.2379
C28 5.1861 -2.4580 1.7142
C29 5.4356 -1.3420 0.9303
C30 5.9289 -1.5122 -0.3499
S1 4.5386 -2.2664 3.3354
O2 5.5392 -2.5896 4.3003
O3 3.9030 -0.9594 3.3858
N5 3.3366 -3.3376 3.5364
C31 2.0286 -3.2309 2.8900
C32 1.9929 -3.6149 1.4133
C33 2.2224 -2.5081 0.3992
O4 2.8116 -2.6996 -0.6365
O5 1.6013 -1.3807 0.7221
H17 6.7698 -4.0002 -2.5342
H18 7.6463 -2.4743 -2.3942
H19 5.9847 -2.4796 -2.9727
H20 6.1412 -4.8824 -0.4255
H21 5.2871 -4.6064 1.8588
H22 5.2336 -0.3502 1.3090
H23 6.1061 -0.6419 -0.9693
H24 3.6687 -4.2676 3.7500
H25 1.6618 -2.2118 3.0212
H26 1.3666 -3.8845 3.4580
H27 0.9915 -3.9912 1.1773
H28 2.6969 -4.4185 1.1990
F1 0.7334 2.0837 0.1171
As1 0.7761 3.9945 -0.3248
F2 2.3977 3.8986 0.2283
F3 0.2915 4.2079 1.3268
F4 0.8008 5.6518 -0.6513
F5 -0.8737 3.7633 -0.7429
F6 1.2507 3.5064 -1.8875
Se1 2.7850 1.1663 2.3929
C34 2.2434 1.5368 4.1139
C35 2.0588 2.8974 4.4281
C36 1.6198 3.2404 5.6921
C37 1.3612 2.2446 6.6292
C38 1.5345 0.9007 6.3120
C39 1.9736 0.5311 5.0554
H29 2.2583 3.6625 3.6875
H30 1.4828 4.2815 5.9511
H31 1.0258 2.5206 7.6205
H32 1.3374 0.1394 7.0553
H33 2.1327 -0.5057 4.8009

Cartesian forces (eV/Å) of the 3 atoms listed first:
W -1.8 -1.0 -1.0
C 0.1 0.0 0.0
C 0.1 0.0 0.1



A molecular structure, C39H33AsF3O5PPd, computed with wB97M-V/def2-TZVPD.

Calculated values
Kohn-Sham gap in eV: 7.46
E in eV: -132974.746

Cartesian coordinates (Å):
Pd1 0.2337 0.3575 -0.0930
O1 0.6551 0.0143 3.8469
C1 0.1639 -0.1673 2.6396
O2 0.8471 -0.6157 1.7233
C2 -1.3335 0.0499 2.5721
O3 -1.7614 0.4750 1.2991
C3 -2.0254 1.9021 1.2861
C4 -0.7802 2.7346 1.6524
O4 -0.9693 3.8705 2.0629
O5 0.3170 2.1106 1.4857
H1 1.6075 -0.1698 3.8174
H2 -1.6258 0.7523 3.3532
H3 -1.7904 -0.9219 2.7852
H4 -2.8350 2.1298 1.9807
H5 -2.3395 2.1265 0.2680
C5 3.9334 -0.1752 -0.7800
C6 4.0210 -1.6842 -0.6263
As1 5.8613 -2.3964 -0.4408
C7 6.5360 -0.9522 0.6948
C8 6.3880 -1.1259 2.0690
C9 6.7451 -0.1174 2.9542
C10 7.2689 1.0733 2.4719
C11 7.4348 1.2494 1.1051
C12 7.0684 0.2439 0.2210
C13 6.5871 -1.8310 -2.1620
C14 7.9715 -1.7344 -2.2978
C15 8.5425 -1.4090 -3.5182
C16 7.7361 -1.1880 -4.6273
C17 6.3600 -1.3004 -4.5073
C18 5.7888 -1.6219 -3.2820
P1 2.2677 0.4278 -1.2216
C19 2.0921 -0.1830 -2.9279
C20 2.8886 0.3205 -3.9565
C21 2.7517 -0.1584 -5.2508
C22 1.8387 -1.1695 -5.5234
C23 1.0661 -1.6982 -4.4990
C24 1.1879 -1.2011 -3.2092
C25 2.5129 2.2239 -1.3596
C26 3.0310 2.8819 -0.2450
C27 3.1481 4.2620 -0.2357
C28 2.7427 4.9981 -1.3380
C29 2.2124 4.3510 -2.4448
C30 2.0898 2.9709 -2.4557
H6 4.5700 0.2069 -1.5832
H7 4.2416 0.3229 0.1397
H8 3.5607 -2.2064 -1.4683
H9 3.4889 -2.0084 0.2702
H10 5.9929 -2.0602 2.4541
H11 6.6217 -0.2647 4.0196
H12 7.5513 1.8604 3.1590
H13 7.8436 2.1763 0.7232
H14 7.1907 0.4011 -0.8437
H15 8.6121 -1.9094 -1.4402
H16 9.6187 -1.3311 -3.6050
H17 8.1809 -0.9347 -5.5808
H18 5.7216 -1.1391 -5.3671
H19 4.7105 -1.7082 -3.2190
H20 3.6183 1.0948 -3.7491
H21 3.3564 0.2589 -6.0460
H22 1.7289 -1.5424 -6.5337
H23 0.3568 -2.4888 -4.7054
H24 0.5623 -1.5925 -2.4165
H25 3.3109 2.3256 0.6415
H26 3.5285 4.7621 0.6447
H27 2.8197 6.0775 -1.3263
H28 1.8741 4.9223 -3.2995
H29 1.6341 2.4836 -3.3056
F1 -2.1008 4.7165 -8.0371
C31 -2.9051 3.7214 -7.6072
F2 -4.1427 4.2332 -7.5118
F3 -2.9300 2.8031 -8.5946
C32 -2.4211 3.1358 -6.3144
C33 -3.1172 3.3398 -5.1329
C34 -2.6287 2.8179 -3.9464
C35 -1.4401 2.0884 -3.9311
C36 -0.7518 1.8830 -5.1329
C37 -1.2381 2.4062 -6.3153
C38 -0.9044 1.5634 -2.7129
C39 -0.4615 1.0915 -1.6928
H30 -4.0401 3.9025 -5.1392
H31 -3.1641 2.9751 -3.0202
H32 0.1610 1.2991 -5.1246
H33 -0.7039 2.2454 -7.2431

Cartesian forces (eV/Å) of the 3 atoms listed first:
Pd 0.9 -0.7 0.3
O 0.0 -0.1 0.0
C 0.0 0.1 0.0



A molecular structure, C39H33AuFN6O4P, computed with wB97M-V/def2-TZVPD.

Calculated values
Kohn-Sham gap in eV: 6.88
E in eV: -73806.408

Cartesian coordinates (Å):
Au1 1.4773 -0.3174 0.1622
F1 -2.5186 0.1477 -5.1136
C1 -2.7048 -0.1836 -3.8090
C2 -1.9118 0.4147 -2.8760
C3 -2.0828 0.1446 -1.5187
C4 -1.1439 0.7568 -0.5544
O1 -0.2010 1.4187 -0.9834
C5 -1.3930 0.4187 0.8366
C6 -2.4727 -0.3371 1.1368
N1 -3.2926 -0.9502 0.2272
C7 -4.4188 -1.7203 0.6792
C8 -4.4189 -3.2087 0.4532
C9 -4.2335 -2.6518 1.8344
C10 -3.1016 -0.7140 -1.1258
C11 -3.8658 -1.3688 -2.1014
C12 -3.6672 -1.1467 -3.4594
N2 -4.3890 -1.8782 -4.4379
C13 -3.7208 -2.2439 -5.6841
C14 -2.7213 -3.3609 -5.4660
N3 -3.4368 -4.5463 -4.8715
C15 -4.1900 -4.1787 -3.6224
C16 -5.1370 -3.0173 -3.9495
C17 -0.4983 0.7925 2.0175
O2 -1.0276 1.0748 3.0803
O3 0.7696 0.6729 1.8302
H1 -1.1331 1.1052 -3.1718
H2 -2.6854 -0.5503 2.1752
H3 -5.3703 -1.2042 0.6059
H4 -3.5410 -3.6291 -0.0218
H5 -5.3591 -3.6863 0.2095
H6 -3.2451 -2.7273 2.2642
H7 -5.0453 -2.7328 2.5421
H8 -4.5905 -2.0873 -1.7626
H9 -3.1933 -1.4036 -6.1176
H10 -4.4954 -2.5444 -6.3976
H11 -1.9585 -3.0746 -4.7437
H12 -2.2377 -3.6898 -6.3846
H13 -2.7654 -5.2897 -4.6714
H14 -4.0995 -4.9061 -5.5604
H15 -3.4334 -3.8750 -2.8981
H16 -4.7051 -5.0698 -3.2669
H17 -5.7192 -2.7669 -3.0680
H18 -5.8534 -3.3146 -4.7225
N4 1.7876 -1.7525 -1.2383
C18 1.3910 -2.7843 -1.5776
C19 0.9117 -4.0287 -1.9902
C20 1.7715 -5.1070 -2.2969
N5 2.4553 -5.9992 -2.5540
C21 -0.4812 -4.1713 -2.0554
N6 -1.6332 -4.3030 -2.0947
O4 3.5081 1.6965 0.4601
P1 3.5379 2.4102 1.7649
C22 4.8670 3.6423 1.8098
C23 6.0520 3.3185 1.1515
C24 7.1233 4.1970 1.1721
C25 7.0182 5.4054 1.8492
C26 5.8375 5.7379 2.4965
C27 4.7624 4.8593 2.4747
C28 3.8739 1.3542 3.1925
C29 3.6744 -0.0154 3.0640
C30 3.9212 -0.8587 4.1371
C31 4.3699 -0.3384 5.3417
C32 4.5880 1.0267 5.4713
C33 4.3473 1.8696 4.3975
C34 2.0225 3.3315 2.0913
C35 1.3572 3.8281 0.9727
C36 0.2001 4.5731 1.1307
C37 -0.2959 4.8261 2.4031
C38 0.3564 4.3199 3.5166
C39 1.5136 3.5713 3.3619
H19 6.1179 2.3799 0.6147
H20 8.0404 3.9419 0.6565
H21 7.8556 6.0916 1.8652
H22 5.7488 6.6852 3.0129
H23 3.8353 5.1292 2.9668
H24 3.3263 -0.4161 2.1202
H25 3.7633 -1.9241 4.0288
H26 4.5576 -0.9972 6.1803
H27 4.9546 1.4333 6.4052
H28 4.5454 2.9306 4.4957
H29 1.7308 3.5913 -0.0157
H30 -0.3224 4.9454 0.2585
H31 -1.2062 5.3997 2.5253
H32 -0.0486 4.4852 4.5063
H33 1.9948 3.1439 4.2326

Cartesian forces (eV/Å) of the 3 atoms listed first:
Au 0.3 -0.5 0.2
F 0.0 0.1 0.0
C 0.1 -0.1 0.1



A molecular structure, C39H33Br2CoF5N2OP2S, computed with wB97M-V/def2-TZVPD.

Calculated values
2S+1: 4
Kohn-Sham gap (spin up / spin down) in eV: 7.38 / 7.28
E in eV: -266721.431

Cartesian coordinates (Å):
Co1 -1.0524 -1.0918 1.2559
C1 3.4264 4.8123 -1.2800
S1 2.6471 4.1042 -2.7453
C2 3.2902 2.4047 -2.7208
C3 2.3083 1.3580 -2.2091
C4 1.9473 1.5985 -0.7538
N1 0.9758 0.6625 -0.1969
P1 1.2518 -0.9389 0.3208
C5 2.9641 -0.8735 0.9123
C6 4.0638 -1.1582 0.1075
C7 5.3491 -0.9886 0.5995
C8 5.5416 -0.5298 1.8938
C9 4.4500 -0.2476 2.7032
C10 3.1640 -0.4243 2.2176
C11 1.3184 -1.9896 -1.1572
C12 0.7794 -1.5888 -2.3733
C13 0.6796 -2.4884 -3.4256
C14 1.1087 -3.7957 -3.2642
C15 1.6312 -4.2068 -2.0442
C16 1.7286 -3.3119 -0.9943
P2 -0.6280 1.0432 0.1545
C17 -1.4347 1.4247 -1.4229
C18 -2.3391 0.4933 -1.9255
C19 -2.8899 0.6624 -3.1876
C20 -2.5302 1.7573 -3.9564
C21 -1.6251 2.6906 -3.4645
C22 -1.0834 2.5290 -2.2012
C23 -0.5726 2.6196 1.0457
C24 -1.6002 3.5547 0.9538
C25 -1.5728 4.7001 1.7352
C26 -0.5201 4.9188 2.6102
C27 0.5036 3.9874 2.7116
C28 0.4753 2.8389 1.9392
H1 3.1857 5.8734 -1.2777
H2 4.5086 4.7065 -1.3316
H3 3.0606 4.3765 -0.3528
H4 4.2086 2.4026 -2.1295
H5 3.5780 2.1713 -3.7459
H6 2.7459 0.3635 -2.3320
H7 1.4013 1.3843 -2.8193
H8 1.5231 2.6006 -0.6514
H9 2.8523 1.5740 -0.1342
H10 3.9154 -1.5203 -0.9018
H11 6.1996 -1.2152 -0.0284
H12 6.5450 -0.4014 2.2761
H13 4.5994 0.0956 3.7174
H14 2.3125 -0.2282 2.8541
H15 0.4219 -0.5742 -2.5029
H16 0.2604 -2.1660 -4.3694
H17 1.0246 -4.4990 -4.0807
H18 1.9468 -5.2312 -1.9069
H19 2.1019 -3.6533 -0.0366
H20 -2.6097 -0.3725 -1.3306
H21 -3.5959 -0.0630 -3.5678
H22 -2.9538 1.8869 -4.9424
H23 -1.3373 3.5407 -4.0668
H24 -0.3743 3.2594 -1.8318
H25 -2.4228 3.3947 0.2690
H26 -2.3733 5.4224 1.6568
H27 -0.4999 5.8123 3.2185
H28 1.3198 4.1494 3.4018
H29 1.2650 2.1051 2.0350
Br1 -1.4978 -5.9152 -0.1564
C29 -2.8418 -4.6722 0.2987
C30 -4.1834 -5.0947 0.2916
C31 -5.1973 -4.2347 0.6049
Br2 -6.9865 -4.8587 0.5809
C32 -4.9133 -2.8873 0.9465
C33 -5.8710 -1.9129 1.3046
C34 -5.4740 -0.6442 1.6236
C35 -4.1043 -0.3316 1.5840
N2 -3.1950 -1.2137 1.2544
C36 -3.5652 -2.4835 0.9403
C37 -2.4779 -3.3764 0.6198
O1 -1.2609 -2.9402 0.6481
H30 -4.4033 -6.1214 0.0349
H31 -6.9174 -2.1883 1.3296
H32 -6.1894 0.1129 1.9063
H33 -3.7531 0.6607 1.8414
F1 -1.8006 -0.7176 4.0298
C38 -0.6586 -0.9841 3.2896
F2 0.2044 0.0817 3.6013
C39 -0.0252 -2.2008 3.9696
F3 1.1440 -2.5221 3.3795
F4 -0.8338 -3.2682 3.8746
F5 0.2364 -2.0089 5.2763

Cartesian forces (eV/Å) of the 3 atoms listed first:
Co -0.5 -0.1 0.4
C 0.0 0.0 0.0
S 0.0 0.0 0.0



> What is the E in the third record?

-132974.746 eV